Model i:
A single C6H10OSSi molecule. Source: the OMol25 dataset; level of theory: ωB97M-V/def2-TZVPD.

Calculated values
HOMO (alpha / beta), eV: -8.0 / -8.2
Molar mass, g/mol: 158.30

CARTESIAN COORDINATES (ANGSTROEM)
C (1.795, 0.185, -0.061)
S (-0.148, 0.362, -2.519)
H (-0.816, -1.521, -0.040)
H (3.469, 0.367, -1.369)
H (0.208, 2.484, 2.030)
Si (0.464, 0.277, 1.260)
H (1.955, 0.208, -3.203)
C (-0.254, -1.366, -2.765)
H (-1.889, -0.672, 1.158)
C (-0.887, -1.055, 0.987)
H (-1.316, 2.048, 1.642)
O (-1.435, -1.910, -2.809)
C (1.513, 0.530, -2.341)
H (-0.879, -1.874, 1.735)
H (-0.235, 2.424, 0.234)
C (2.385, 0.408, -1.214)
H (-2.166, -1.288, -2.834)
C (-0.275, 1.944, 1.243)
H (1.085, -0.197, 2.526)


Model ii:
A 2-piece molecular cluster, C6H10OSSi overall. Source: the OMol25 dataset; level of theory: ωB97M-V/def2-TZVPD.

Calculated values
HOMO, eV: -8.0
Molar mass, g/mol: 158.30

CARTESIAN COORDINATES (ANGSTROEM)
H (0.166, 1.143, 1.571)
S (2.011, 1.655, -0.233)
H (0.831, -1.587, -0.795)
C (0.081, 3.089, 0.625)
C (0.656, 1.912, 0.695)
O (-1.020, -3.064, 0.936)
Si (-1.506, -1.698, 0.326)
C (-3.070, -0.934, 0.619)
H (-3.893, -1.341, 1.268)
H (2.539, 3.635, -1.719)
H (0.046, 4.581, -0.789)
H (-0.103, -0.178, -1.284)
C (0.084, -0.963, -0.505)
C (0.752, 3.771, -0.388)
H (0.750, -0.401, 0.244)
H (-2.952, 0.113, 0.469)
C (1.859, 3.210, -0.965)
H (-0.529, 3.502, 1.371)
H (-1.180, -3.155, 1.875)


Energies, relative to the best one, in eV: model i 3.676; model ii 0.000.


Model i:
An isolated ion of composition CH2FO3S2 and charge -1. Source: the OMol25 dataset; level of theory: ωB97M-V/def2-TZVPD.

Calculated values
HOMO, eV: -5.1
Molar mass, g/mol: 145.16
Net charge: -1

CARTESIAN COORDINATES (ANGSTROEM)
O (0.336, -1.519, 1.016)
O (1.201, -2.125, -1.154)
H (-1.167, 1.074, -0.152)
S (1.086, 0.720, -0.739)
H (-0.165, 0.625, 1.304)
O (-0.982, -1.095, -0.996)
C (-0.290, 1.144, 0.335)
S (0.316, -1.266, -0.407)
F (-0.334, 2.441, 0.793)


Model ii:
A 2-piece molecular cluster, CH2FO3S2 overall. Source: the OMol25 dataset; level of theory: ωB97M-V/def2-TZVPD.

Calculated values
HOMO (alpha / beta), eV: -5.1 / -4.8
Molar mass, g/mol: 145.16
Net charge: -1

CARTESIAN COORDINATES (ANGSTROEM)
H (-1.274, 0.479, -0.478)
O (2.638, -0.141, -1.028)
S (1.763, 0.370, 0.013)
F (-2.667, -0.997, -0.873)
H (-2.291, -0.247, 0.978)
O (2.447, 0.842, 1.205)
S (0.712, -1.364, 0.694)
C (-2.014, -0.180, -0.055)
O (0.686, 1.237, -0.457)


Energies, relative to the best one, in eV: model i 0.000; model ii 2.350.


Model i:
C3H7N2OP as an isolated structure. Source: the OMol25 dataset; level of theory: ωB97M-V/def2-TZVPD.

Calculated values
HOMO (alpha / beta), eV: -9.3 / -9.3
Molar mass, g/mol: 118.08

CARTESIAN COORDINATES (ANGSTROEM)
P (-1.773, -0.524, -0.398)
O (3.201, -0.808, -0.416)
C (-0.064, 1.295, 0.204)
H (0.449, -1.124, -1.316)
N (-1.176, 1.790, -0.229)
H (0.019, -0.453, 1.483)
H (-2.682, 0.114, 0.577)
H (-1.976, -1.707, 0.224)
H (-0.914, 2.719, -0.462)
C (-0.102, -0.157, 0.422)
N (2.170, -0.212, -0.251)
H (1.188, -1.925, 0.063)
H (0.717, 1.925, 0.518)
C (0.943, -0.933, -0.417)


Model ii:
C3H7N2OP as an isolated structure. Source: the OMol25 dataset; level of theory: ωB97M-V/def2-TZVPD.

Calculated values
HOMO, eV: -9.6
Molar mass, g/mol: 118.08

CARTESIAN COORDINATES (ANGSTROEM)
C (1.242, 0.126, 0.490)
H (-1.374, 1.374, 1.546)
H (-0.306, -0.851, -2.049)
C (2.261, 0.682, -0.356)
H (1.638, -0.421, 1.718)
H (-1.847, -0.063, 2.065)
N (-1.478, 0.354, 1.250)
O (-0.492, -2.032, 0.647)
H (3.207, 0.545, -0.917)
N (1.613, 1.557, 0.276)
C (-0.997, -0.361, -1.494)
P (-0.495, -0.578, 0.312)
H (-1.951, -0.955, -1.552)
H (-1.023, 0.624, -1.935)


Energies, relative to the best one, in eV: model i 2.657; model ii 0.000.


Model i:
A 2-piece molecular cluster, C4H7NOS2 overall. Source: the OMol25 dataset; level of theory: ωB97M-V/def2-TZVPD.

Calculated values
HOMO, eV: -9.3
Molar mass, g/mol: 149.24

CARTESIAN COORDINATES (ANGSTROEM)
H (2.134, 2.678, 0.476)
S (1.446, 1.929, -0.367)
O (-0.784, 0.441, -1.751)
S (0.477, -1.973, 1.053)
H (0.458, -1.083, 2.324)
C (0.444, -0.583, 0.047)
H (-1.490, 1.580, -1.395)
C (-1.892, -1.458, -1.125)
N (-2.913, -2.075, -1.588)
H (2.257, 0.094, 0.974)
H (0.878, -0.828, -0.858)
C (-1.107, -0.342, -0.607)
H (-1.794, 0.367, 0.084)
C (1.115, 0.525, 0.808)
H (0.771, 0.727, 1.925)


Model ii:
A single C4H7NOS2 molecule. Source: the OMol25 dataset; level of theory: ωB97M-V/def2-TZVPD.

Calculated values
HOMO, eV: -8.6
Molar mass, g/mol: 149.24

CARTESIAN COORDINATES (ANGSTROEM)
S (0.179, -1.899, 0.266)
C (-2.684, -0.220, -0.153)
H (2.458, -0.017, -1.648)
C (1.411, 0.448, 0.316)
C (1.801, -0.424, -0.869)
H (-0.282, -0.024, 1.589)
H (-3.422, 0.362, -0.772)
O (1.388, 1.836, 0.129)
H (-2.876, -0.099, 0.910)
S (-1.182, 0.646, -0.557)
H (-2.689, -1.323, -0.323)
H (2.079, 0.376, 1.179)
N (1.363, -1.583, -0.936)
C (0.056, -0.179, 0.577)
H (2.400, 2.100, 0.290)


Energies, relative to the best one, in eV: model i 4.408; model ii 0.000.


Model i:
An isolated ion of composition C4H10NOS and charge +1. Source: the OMol25 dataset; level of theory: ωB97M-V/def2-TZVPD.

Calculated values
HOMO (alpha / beta), eV: -13.1 / -12.2
Molar mass, g/mol: 120.20
Net charge: +1

CARTESIAN COORDINATES (ANGSTROEM)
H (0.666, -1.014, 0.500)
H (-0.329, 1.682, -0.162)
H (0.004, -0.169, 2.553)
H (2.089, 1.879, -1.025)
H (0.997, 1.376, 0.986)
H (-1.404, 0.625, 1.809)
C (0.496, 1.011, 0.085)
H (2.152, 0.111, -1.025)
C (-0.753, -0.246, 1.772)
H (-1.811, -0.312, -0.937)
N (-0.101, -0.328, 0.434)
C (1.484, 0.971, -1.071)
O (-0.635, -2.100, -0.961)
C (-0.996, -0.884, -0.538)
H (-1.351, -1.138, 1.947)
S (0.698, 0.988, -2.708)
H (-1.206, -2.453, -1.656)


Model ii:
A 2-piece molecular cluster, C4H10NOS overall. Source: the OMol25 dataset; level of theory: ωB97M-V/def2-TZVPD.

Calculated values
HOMO, eV: -13.0
Molar mass, g/mol: 120.20
Net charge: +1

CARTESIAN COORDINATES (ANGSTROEM)
H (-0.737, 0.701, 0.064)
S (-2.848, 0.686, -0.231)
C (1.111, 0.840, 0.424)
C (3.694, 0.352, 0.366)
H (-2.763, -1.714, 0.212)
H (-4.353, -1.011, 0.300)
H (-3.618, 1.444, 0.619)
C (2.985, -0.699, -0.520)
H (4.179, 1.252, 0.035)
H (3.998, -0.001, 1.364)
H (2.863, -1.667, 0.009)
H (3.029, -0.601, -1.611)
H (1.087, 1.621, 1.133)
H (-3.504, -0.771, 1.616)
N (2.267, 0.383, 0.123)
O (0.149, 0.312, -0.118)
C (-3.317, -0.923, 0.594)


Energies, relative to the best one, in eV: model i 1.235; model ii 0.000.


Model i:
A 2-piece molecular cluster, C3H4Cl2O overall. Source: the OMol25 dataset; level of theory: ωB97M-V/def2-TZVPD.

Calculated values
HOMO (alpha / beta), eV: -9.2 / -8.2
Molar mass, g/mol: 126.97

CARTESIAN COORDINATES (ANGSTROEM)
H (-1.236, 0.019, -1.353)
H (0.917, 0.855, -0.455)
H (0.159, 1.532, 0.939)
C (0.026, 1.255, -0.141)
C (-1.027, 0.261, -0.406)
O (1.886, -1.036, 0.160)
Cl (-2.071, -0.208, 0.855)
C (0.817, -1.533, 0.280)
H (-0.116, 2.085, -0.751)
Cl (0.644, -3.231, 0.872)


Model ii:
A single C3H4Cl2O molecule. Source: the OMol25 dataset; level of theory: ωB97M-V/def2-TZVPD.

Calculated values
HOMO, eV: -10.6
Molar mass, g/mol: 126.97

CARTESIAN COORDINATES (ANGSTROEM)
Cl (-0.296, -1.814, -0.897)
Cl (2.039, -0.016, -1.533)
C (-0.108, 0.612, 0.074)
H (-0.071, 0.445, 2.288)
C (-0.208, -0.034, 1.366)
C (0.250, -0.163, -1.193)
O (-1.365, 0.390, 0.609)
H (0.262, 1.675, 0.001)
H (-0.144, -1.125, 1.387)
H (-0.360, 0.030, -2.103)


Energies, relative to the best one, in eV: model i 1.846; model ii 0.000.